Record 1
Computed, not measured: 2 unconnected molecules or ions with the total composition C3H8N2O2, with ωB97M-V with the def2-TZVPD basis set.

## Properties
**Maximum force**: 4.9 eV Å⁻¹
**Kohn-Sham gap (spin up / spin down)**: 0.333 / 0.286 hartree
**E_tot**: -10308.7997 eV

The geometry in ORCA input format:
```
! RIJCOSX wB97M-V def2-TZVPD def2/J DEFGRID3
* xyz 0 3
C -1.475 -0.632 -0.067
C 0.176 1.034 1.139
C -0.459 0.502 -0.117
N 1.350 -0.629 -1.130
N -0.531 1.366 -1.187
O -1.239 1.072 -2.194
O 0.252 2.351 -1.179
H -2.319 -0.074 0.495
H -1.614 -0.965 -1.043
H -1.252 -1.385 0.571
H 0.160 0.256 1.959
H 1.061 1.538 0.851
H -0.650 1.796 1.501
H 0.700 -1.072 -1.812
H 1.881 -0.025 -1.768
*
```



Record 2
Computed, not measured: 2 unconnected molecules or ions with the total composition C8H15N3O5, with ωB97M-V with the def2-TZVPD basis set.

## Properties
**Maximum force**: 8.4 eV Å⁻¹
**Kohn-Sham gap**: 0.304 hartree
**E_tot**: -23242.4011 eV

The geometry in ORCA input format:
```
! RIJCOSX wB97M-V def2-TZVPD def2/J DEFGRID3
* xyz 0 1
C 0.939 1.573 -0.070
C -0.063 0.268 -0.192
C 2.317 1.258 0.129
C 2.988 0.330 -0.945
C 3.829 -0.707 -0.292
C -2.407 -0.330 -0.347
C -3.588 0.359 -0.487
C -2.399 -1.365 0.878
H -0.047 1.938 1.732
H 0.778 3.271 1.049
H 0.987 2.103 -1.062
H 2.394 0.884 1.242
H 2.830 2.300 0.250
H 3.487 1.026 -1.748
H 2.266 -0.162 -1.509
H 2.180 -1.877 0.088
H 3.774 -2.725 0.123
H -1.432 1.496 -0.019
H -2.052 -1.214 -1.034
H -2.740 -0.854 1.876
H -1.371 -1.815 0.902
H -4.193 -2.297 1.373
H -4.399 -1.405 -0.892
N 0.208 2.411 0.833
N 3.154 -1.854 0.262
N -1.314 0.535 -0.335
O 0.362 -0.913 -0.170
O 5.054 -1.025 -0.489
O -3.616 1.612 -0.282
O -3.292 -2.379 0.331
O -4.633 -0.440 -1.196
*
```



Record 3
Computed, not measured: a gas-phase ion, C4H7FN3 (charge +1), with ωB97M-V with the def2-TZVPD basis set.

## Properties
**Maximum force**: 6.1 eV Å⁻¹
**Kohn-Sham gap (spin up / spin down)**: 0.256 / 0.313 hartree
**E_tot**: -11437.3390 eV

The geometry in ORCA input format:
```
! RIJCOSX wB97M-V def2-TZVPD def2/J DEFGRID3
* xyz 1 1
C 1.634 0.800 -0.129
C -0.882 -0.725 0.420
C -0.516 0.976 -1.163
C 1.816 -0.641 -0.173
N 0.636 1.539 -0.544
N -1.296 0.050 -0.491
N -1.208 -1.051 1.630
F 2.624 -1.190 0.650
H 2.334 1.329 0.556
H -1.085 2.000 -1.376
H -0.140 0.529 -2.086
H 1.427 -1.326 -0.920
H -2.382 0.224 -0.479
H -1.011 -1.937 2.064
H -1.952 -0.580 2.041
*
```



Record 4
Computed, not measured: a single C6H10Si molecule, with ωB97M-V with the def2-TZVPD basis set.

## Properties
**Maximum force**: 4.5 eV Å⁻¹
**Kohn-Sham gap (spin up / spin down)**: 0.276 / 0.304 hartree
**E_tot**: -14255.4338 eV

The geometry in ORCA input format:
```
! RIJCOSX wB97M-V def2-TZVPD def2/J DEFGRID3
* xyz 0 1
C 1.403 -1.792 0.080
C 0.993 -1.549 -1.183
C 1.114 -0.879 1.079
C 0.090 0.478 -0.713
C 0.421 0.381 0.691
C -0.727 0.741 1.648
Si -1.232 1.029 -1.846
H 1.934 -2.702 0.344
H 1.129 -1.944 -2.158
H 1.461 -0.995 2.093
H 1.213 1.140 0.837
H -1.524 0.010 1.542
H -1.121 1.725 1.409
H -0.379 0.738 2.679
H -2.527 0.361 -1.634
H -0.783 0.787 -3.217
H -1.463 2.471 -1.650
*
```



The ΔE to the lowest compared entry with this formula, charge and spin results, record by record, are as follows: 75.8; 144.4; 110.8; 96.9 kcal per mole.